C52H51AsP2PdSi as an isolated structure. Source: OMol25; level of theory: ωB97M-V/def2-TZVPD.

Positions of all 108 atoms, in Å:
Pd -1.9118 0.1815 -0.0038
C 0.7229 4.2996 3.2157
C -0.2589 4.9133 2.4476
C -1.2743 4.1557 1.8859
C -1.3025 2.7759 2.1110
C -0.3170 2.1610 2.8860
C 0.6934 2.9284 3.4398
P -2.6293 1.7631 1.4747
C -3.8569 2.8141 0.7113
C -3.5160 3.4978 -0.4574
C -4.4476 4.3223 -1.0653
C -5.7130 4.4676 -0.5061
C -6.0487 3.7921 0.6590
C -5.1239 2.9586 1.2724
C -3.1895 0.7856 2.8639
C -3.7547 1.2417 4.0274
C -3.9705 0.3392 5.0849
C -3.5850 -0.9693 4.9877
C -2.9497 -1.4613 3.8230
C -2.4807 -2.7899 3.6778
C -1.8518 -3.1814 2.5340
C -1.6527 -2.2754 1.4598
C -2.1021 -1.0018 1.5938
C -2.7641 -0.5553 2.7519
H 1.5120 4.8972 3.6532
H -0.2397 5.9840 2.2949
H -2.0458 4.6362 1.3009
H -0.3411 1.0936 3.0695
H 1.4553 2.4561 4.0444
H -2.5212 3.4082 -0.8825
H -4.1866 4.8582 -1.9683
H -6.4401 5.1133 -0.9800
H -7.0331 3.9106 1.0908
H -5.3964 2.4152 2.1675
H -4.0203 2.2842 4.1541
H -4.4379 0.6951 5.9930
H -3.7533 -1.6435 5.8184
H -2.6274 -3.4930 4.4877
H -1.4913 -4.1957 2.4249
H -1.1566 -2.6336 0.5655
C -2.5806 0.8734 -2.6737
Si -3.6294 -0.5901 -2.0894
C -5.2180 -0.6845 -3.0427
C -2.5914 -2.1400 -2.2373
C -3.9234 -0.2587 -0.2513
H -2.1420 0.6357 -3.6461
H -1.7213 1.2078 -2.0605
H -3.2174 1.7529 -2.7906
H -4.9963 -0.8529 -4.0996
H -5.7926 0.2390 -2.9562
H -5.8474 -1.5046 -2.6946
H -2.1963 -2.2427 -3.2506
H -3.1858 -3.0295 -2.0156
H -1.7316 -2.1579 -1.5599
H -4.2167 -1.0930 0.3805
H -4.5794 0.5896 -0.0635
C 0.9221 -1.1855 -1.4502
C 2.3935 -1.3758 -1.8584
As 3.5090 -2.3260 -0.5060
C 5.1988 -1.9617 -1.3829
C 5.5251 -2.4186 -2.6566
C 6.7447 -2.0895 -3.2260
C 7.6496 -1.2996 -2.5239
C 7.3328 -0.8422 -1.2539
C 6.1095 -1.1740 -0.6841
C 3.2267 -4.1485 -1.1694
C 2.0082 -4.5908 -1.6745
C 1.8337 -5.9137 -2.0626
C 2.8797 -6.8157 -1.9436
C 4.0982 -6.3862 -1.4356
C 4.2684 -5.0645 -1.0501
P 0.5498 0.2510 -0.3801
C 0.9407 1.7162 -1.3655
C 0.8957 2.9699 -0.7508
C 1.1027 4.1236 -1.4872
C 1.3423 4.0431 -2.8546
C 1.3745 2.8025 -3.4758
C 1.1723 1.6431 -2.7379
C 1.7343 0.2031 0.9889
C 2.8452 1.0409 1.0301
C 3.7704 0.9201 2.0603
C 3.5863 -0.0228 3.0609
C 2.4753 -0.8559 3.0311
C 1.5576 -0.7467 1.9978
H 0.5374 -2.0689 -0.9352
H 0.2691 -1.0554 -2.3215
H 2.8879 -0.4156 -2.0135
H 2.4441 -1.9201 -2.8026
H 4.8308 -3.0488 -3.2016
H 6.9953 -2.4514 -4.2145
H 8.6041 -1.0483 -2.9670
H 8.0397 -0.2357 -0.7028
H 5.8663 -0.8260 0.3143
H 1.1761 -3.9071 -1.7974
H 0.8825 -6.2371 -2.4664
H 2.7496 -7.8452 -2.2489
H 4.9219 -7.0818 -1.3428
H 5.2284 -4.7462 -0.6601
H 0.7239 3.0434 0.3156
H 1.0829 5.0876 -0.9947
H 1.5078 4.9432 -3.4312
H 1.5637 2.7314 -4.5386
H 1.2049 0.6920 -3.2531
H 3.0213 1.7699 0.2506
H 4.6387 1.5659 2.0740
H 4.3108 -0.1157 3.8593
H 2.3361 -1.6029 3.8014
H 0.7074 -1.4164 1.9793

## Properties
- highest occupied orbital energy (eV) = -12.095
- net charge = +2
- relative energy (zero: lowest compared OMol25 entry of this formula, charge and spin) (kJ/mol) = 0.00

Mulliken population analysis, charges in e, atoms 1 to 4: atom 1 (Pd): -1.796, atom 2 (C): -0.767, atom 3 (C): -0.790, atom 4 (C): -0.719

C13H28CeN2O7 as an isolated structure. Source: OMol25; level of theory: ωB97M-V/def2-TZVPD.

Positions of all 51 atoms, in Å:
Ce 0.1790 -0.0054 0.2706
C -0.9597 0.9293 3.2413
C -0.9881 2.0856 2.2479
O -1.4943 1.5463 1.0052
C -1.9599 2.5354 0.0616
C -2.1547 1.8085 -1.2516
O -0.8831 1.2126 -1.6002
C -0.9349 0.4559 -2.8335
C 0.4415 -0.1322 -3.0729
O 0.8038 -0.8519 -1.8735
C 1.7607 -1.9165 -2.0524
C 2.2434 -2.3023 -0.6538
O 1.1578 -2.2619 0.2995
C 0.2526 -3.3919 0.2733
C -1.1281 -2.9484 -0.2231
O -1.4970 -1.6497 0.3053
C -2.1551 -1.6438 1.6029
C -1.1640 -1.4597 2.7515
O -0.4011 -0.2400 2.5884
H -1.9707 0.7113 3.5828
H -0.3433 1.1828 4.1026
H 0.0114 2.5026 2.0811
H -1.6425 2.8701 2.6271
H -1.2142 3.3283 -0.0410
H -2.9038 2.9650 0.3975
H -2.4843 2.4997 -2.0280
H -2.9020 1.0180 -1.1348
H -1.2245 1.1051 -3.6607
H -1.6781 -0.3402 -2.7292
H 1.1793 0.6503 -3.2587
H 0.4026 -0.8046 -3.9305
H 2.6079 -1.5815 -2.6523
H 1.2791 -2.7520 -2.5653
H 2.9733 -1.5784 -0.2897
H 2.7047 -3.2888 -0.6604
H 0.2002 -3.7875 1.2862
H 0.6362 -4.1804 -0.3733
H -1.8787 -3.6930 0.0401
H -1.1279 -2.8283 -1.3054
H -2.7238 -2.5636 1.7390
H -2.8601 -0.8131 1.5712
H -0.4380 -2.2705 2.7936
H -1.7095 -1.4527 3.6948
N 2.2717 3.3388 -0.6583
C 2.7170 2.2973 0.0497
N 3.9610 2.3090 0.4977
O 1.9300 1.3086 0.2819
H 2.8681 4.1082 -0.9228
H 1.3447 3.3181 -1.0409
H 4.5699 3.1043 0.3726
H 4.3253 1.5473 1.0469

## Properties
- highest occupied orbital energy (spin up / spin down) (eV) = -18.486 / -19.931
- net charge = +3
- relative energy (zero: lowest compared OMol25 entry of this formula, charge and spin) (kJ/mol) = 0.00
- multiplicity = 2

Mulliken population analysis, charges in e, atoms 1 to 4: atom 1 (Ce): 1.003, atom 2 (C): -0.557, atom 3 (C): -0.609, atom 4 (O): -0.090

C27H74ClF3O12S10Si2 as an isolated structure. Source: OMol25; level of theory: ωB97M-V/def2-TZVPD.

Positions of all 129 atoms, in Å:
F -0.1272 1.5651 3.1043
C 0.2953 2.0928 1.9466
F -0.0735 3.3684 1.9643
F 1.6408 2.0936 2.0388
Si -0.2871 1.0560 0.4176
C 1.0586 1.1163 -0.8571
C 2.1918 0.0682 -0.8060
C 1.9475 -1.1570 0.0418
Cl 3.2965 -2.3229 -0.1831
O -1.6706 1.6599 -0.1915
Si -3.1932 1.3083 0.4129
C -3.9252 -0.1871 -0.4485
C -3.1827 -1.4815 -0.1029
C -3.2722 -1.9130 1.4343
O -3.8562 -2.5936 0.1268
H -0.5713 -0.2832 0.9766
H 0.5747 1.1224 -1.8303
H 1.5270 2.0933 -0.7342
H 3.1122 0.5419 -0.4958
H 2.3699 -0.2874 -1.8182
H 1.0554 -1.6988 -0.2460
H 1.9385 -0.9499 1.1059
H -3.1290 1.0181 1.8645
H -4.0075 2.4982 0.2204
H -4.9354 -0.3433 -0.0790
H -3.9047 -0.0671 -1.5351
H -2.2109 -1.6327 -0.5756
H -2.1681 -2.1438 1.3922
H -3.4265 -2.7141 2.1473
C -3.7841 -3.3757 -2.9759
S -3.8818 -2.3052 -4.4073
O -4.4637 -1.0128 -3.9474
C -5.1748 -3.1855 -5.2717
H -3.0496 -2.9832 -2.2805
H -4.7539 -3.4210 -2.4810
H -3.4689 -4.3663 -3.3044
H -6.0659 -3.2424 -4.6504
H -4.8224 -4.1838 -5.5349
H -5.4094 -2.6280 -6.1728
C 6.4984 1.8328 0.0006
S 5.1172 2.8990 0.4162
O 4.2625 2.9886 -0.7980
C 6.0580 4.4233 0.5070
H 6.1027 0.8298 -0.1455
H 6.9656 2.1879 -0.9178
H 7.2120 1.8299 0.8242
H 6.5544 4.5995 -0.4471
H 6.7847 4.3498 1.3157
H 5.3552 5.2265 0.7151
C -8.2111 2.8557 -2.5660
S -6.4347 2.6155 -2.6255
O -5.9458 2.5951 -1.2199
C -6.0454 4.2449 -3.2601
H -8.6479 1.9547 -2.1410
H -8.4367 3.7148 -1.9346
H -8.5842 3.0085 -3.5787
H -6.4228 4.9969 -2.5672
H -6.4869 4.3675 -4.2496
H -4.9608 4.3162 -3.3259
C 1.0178 1.2906 5.9233
S 1.9043 -0.0975 6.6334
O 1.4697 -1.3096 5.8829
C 1.0086 -0.1174 8.1905
H 1.4024 1.4294 4.9196
H -0.0498 1.0756 5.8880
H 1.2143 2.1827 6.5187
H -0.0573 -0.2385 7.9968
H 1.2024 0.8114 8.7264
H 1.3801 -0.9599 8.7696
C -10.1512 -2.3580 -7.8079
S -8.3989 -2.7161 -7.9364
O -7.8885 -2.8421 -6.5443
C -7.9052 -1.0892 -8.5131
H -10.6364 -3.2466 -7.4109
H -10.2978 -1.5181 -7.1295
H -10.5476 -2.1323 -8.7975
H -8.2117 -0.3399 -7.7828
H -8.3616 -0.8952 -9.4834
H -6.8212 -1.0910 -8.6153
C 6.1721 -3.1777 7.9242
S 5.6432 -2.1736 6.5378
O 5.1224 -0.8934 7.0970
C 4.2137 -3.1594 6.0988
H 7.0439 -2.6996 8.3648
H 5.3601 -3.2374 8.6502
H 6.4594 -4.1638 7.5639
H 3.5351 -3.2113 6.9494
H 4.5465 -4.1538 5.8007
H 3.7113 -2.6659 5.2701
C -5.1184 1.6325 -6.2080
S -5.3954 3.2328 -6.9489
O -6.8041 3.6097 -6.6329
C -5.3842 2.6616 -8.6486
H -5.1394 1.7364 -5.1254
H -5.9089 0.9491 -6.5199
H -4.1437 1.2552 -6.5116
H -6.1601 1.9070 -8.7762
H -4.4065 2.2434 -8.8895
H -5.5904 3.5192 -9.2853
C 9.3942 -1.3098 6.4821
S 9.6171 -2.8791 5.6550
O 8.9657 -3.9058 6.5190
C 11.3852 -3.0157 5.9338
H 8.3336 -1.0816 6.4372
H 9.7177 -1.3793 7.5196
H 9.9452 -0.5272 5.9640
H 11.5843 -2.9808 7.0048
H 11.8929 -2.2004 5.4191
H 11.7119 -3.9696 5.5257
C -2.2344 -2.1662 -7.7110
S -2.4275 -0.4275 -8.0859
O -3.1282 -0.3365 -9.3950
C -0.6935 -0.0928 -8.3966
H -3.2293 -2.5701 -7.5380
H -1.7647 -2.6762 -8.5521
H -1.6357 -2.2757 -6.8077
H -0.3422 -0.7367 -9.2023
H -0.1236 -0.2660 -7.4840
H -0.6093 0.9510 -8.6903
C 6.7963 0.5482 9.5057
S 7.0789 1.5986 8.0816
O 8.4343 1.2611 7.5623
C 7.2635 3.1283 9.0043
H 6.6990 -0.4710 9.1393
H 7.6424 0.6261 10.1888
H 5.8699 0.8473 9.9946
H 8.0777 3.0264 9.7217
H 6.3264 3.3586 9.5109
H 7.4959 3.9127 8.2878

## Properties
- highest occupied orbital energy (eV) = -8.488
- net charge = 0

Mulliken population analysis, charges in e, atoms 1 to 4: atom 1 (F): -0.222, atom 2 (C): 0.919, atom 3 (F): -0.291, atom 4 (F): -0.256

What are the DFT total energy values for these records? In order: -5347.48717, -1622.62678, -7296.31840 Eh.
What are the F_max values for these records? In order: 0.4, 1.5, 3.6 eV/A.